The following is a DFT calculation (ωB97M-V/def2-TZVPD) of C37H39As2N2O2Y as an isolated structure in a non-equilibrium geometry.

Calculated values
LUMO level (alpha / beta) in eV: 0.40 / 0.40
Energy in Ha: -6202.9417
F_max in eV Å⁻¹: 2.79
Energy above the lowest of the compared OMol25 structures with the same formula, charge and spin in kJ/mol: 95.61
Frontier orbital gap (alpha / beta) in eV: 5.33 / 5.33

Atoms and positions in Å:
Y1 -0.484 1.067 1.108
O1 -1.585 2.959 1.215
N1 -0.961 4.042 0.993
N2 0.154 3.852 0.397
O2 0.570 2.660 0.080
C1 0.896 4.991 -0.020
C2 2.275 4.985 -0.154
C3 2.897 6.070 -0.725
C4 2.222 7.206 -0.985
C5 0.819 7.213 -0.917
C6 0.179 6.068 -0.545
H1 2.767 4.032 0.038
H2 3.959 6.072 -0.833
H3 2.753 8.090 -1.370
H4 0.159 8.040 -1.207
H5 -0.908 5.982 -0.539
C7 -0.389 -2.906 -0.920
C8 -0.965 -2.129 -2.056
As1 -1.105 -0.155 -1.922
C9 -1.959 0.335 -3.607
C10 -2.971 -0.463 -4.219
C11 -3.565 0.038 -5.351
C12 -3.140 1.261 -5.859
C13 -2.107 2.004 -5.343
C14 -1.533 1.552 -4.149
C15 -2.664 -0.035 -0.690
C16 -2.673 -0.803 0.488
C17 -3.726 -0.607 1.409
C18 -4.823 0.181 1.146
C19 -4.844 0.832 -0.101
C20 -3.792 0.727 -0.974
As2 1.160 -1.944 -0.095
C21 1.650 -3.223 1.213
C22 2.887 -3.829 1.347
C23 3.148 -4.622 2.472
C24 2.202 -4.804 3.482
C25 0.968 -4.139 3.349
C26 0.715 -3.383 2.228
C27 2.442 -2.222 -1.556
C28 2.792 -1.128 -2.298
C29 3.524 -1.260 -3.489
C30 3.851 -2.515 -3.927
C31 3.576 -3.646 -3.176
C32 2.829 -3.526 -1.981
H6 -0.112 -3.921 -1.148
H7 -1.087 -2.987 -0.113
H8 -1.905 -2.591 -2.317
H9 -0.325 -2.284 -2.900
H10 -3.262 -1.365 -3.778
H11 -4.381 -0.417 -5.864
H12 -3.681 1.677 -6.718
H13 -1.855 2.971 -5.796
H14 -0.642 2.002 -3.715
H15 -1.856 -1.484 0.733
H16 -3.577 -1.157 2.319
H17 -5.641 0.319 1.851
H18 -5.697 1.466 -0.296
H19 -3.831 1.311 -1.919
H20 3.664 -3.909 0.545
H21 4.091 -5.181 2.551
H22 2.455 -5.465 4.290
H23 0.267 -4.179 4.182
H24 -0.188 -2.775 2.240
H25 2.549 -0.116 -1.914
H26 3.815 -0.365 -4.074
H27 4.396 -2.747 -4.847
H28 3.823 -4.611 -3.551
H29 2.495 -4.398 -1.436
C33 0.297 0.935 5.491
C34 0.186 -0.148 4.395
C35 -0.817 -1.148 4.924
C36 1.549 -0.766 4.103
C37 -0.406 0.428 3.156
H30 0.565 0.560 6.480
H31 -0.544 1.582 5.563
H32 1.167 1.535 5.163
H33 -0.486 -1.535 5.886
H34 -0.899 -2.020 4.246
H35 -1.791 -0.667 4.966
H36 1.795 -1.423 4.951
H37 2.241 -0.034 3.781
H38 1.453 -1.380 3.223
H39 -1.024 1.364 3.392

---

The following is a DFT calculation (ωB97M-V/def2-TZVPD) of C37H39As2N3O10Os as an isolated structure.

Calculated values
Total charge: +2
2S+1: 5
LUMO level (alpha / beta) in eV: -7.56 / -8.73
Energy in Ha: -6911.4994
F_max in eV Å⁻¹: 0.62
Frontier orbital gap (alpha / beta) in eV: 5.82 / 4.73

Atoms and positions in Å:
Os1 1.591 0.074 -1.462
C1 -0.507 0.130 -5.692
C2 -0.665 -1.100 -4.841
C3 -1.115 -2.273 -5.443
C4 -1.169 -3.471 -4.756
C5 -0.709 -3.528 -3.448
C6 -0.272 -2.380 -2.810
C7 0.276 -2.513 -1.415
C8 -0.318 -1.155 -3.486
N1 0.084 0.024 -2.775
C9 -0.606 1.215 -2.934
O1 -1.696 1.374 -3.426
C10 0.183 2.376 -2.379
C11 -0.125 3.713 -2.513
C12 0.737 4.653 -1.950
C13 1.875 4.242 -1.263
C14 2.118 2.888 -1.145
N2 1.280 2.014 -1.706
C15 3.289 2.233 -0.454
O2 4.228 2.861 -0.041
N3 3.102 0.860 -0.402
C16 4.098 -0.012 0.141
C17 4.587 -1.026 -0.700
C18 4.212 -1.099 -2.165
C19 5.499 -1.939 -0.191
C20 5.940 -1.835 1.120
C21 5.470 -0.813 1.925
C22 4.538 0.112 1.463
C23 4.075 1.198 2.392
H1 -0.199 -0.163 -6.694
H2 0.249 0.808 -5.298
H3 -1.442 0.683 -5.773
H4 -1.398 -2.240 -6.487
H5 -1.519 -4.367 -5.248
H6 -0.662 -4.479 -2.933
H7 0.649 -3.521 -1.235
H8 -0.441 -2.260 -0.633
H9 1.195 -1.901 -1.221
H10 -1.014 3.995 -3.058
H11 0.521 5.707 -2.050
H12 2.571 4.940 -0.818
H13 4.211 -0.112 -2.637
H14 3.251 -1.609 -2.360
H15 4.933 -1.704 -2.715
H16 5.894 -2.713 -0.835
H17 6.666 -2.538 1.504
H18 5.829 -0.722 2.943
H19 4.072 0.842 3.422
H20 3.081 1.569 2.149
H21 4.750 2.052 2.334
C24 -4.696 -2.965 0.539
O3 -3.498 -2.532 1.234
C25 -2.823 -1.562 0.651
O4 -3.090 -1.027 -0.396
C26 -1.568 -1.226 1.416
C27 -1.327 -1.551 2.701
As1 -2.779 -1.002 3.823
C28 -1.920 -0.556 5.507
C29 -3.162 0.687 2.782
C30 -2.442 1.245 1.809
As2 -0.831 0.493 0.826
C31 0.418 0.959 2.250
C32 -2.457 2.735 1.503
O5 -2.063 3.472 2.360
O6 -2.734 3.168 0.283
C33 -3.337 2.330 -0.720
C34 -4.244 1.307 3.651
O7 -4.286 0.876 4.779
O8 -5.151 2.157 3.242
C35 -5.368 2.544 1.880
C36 0.067 -1.849 3.206
O9 0.368 -1.946 4.359
O10 0.886 -2.033 2.170
C37 2.245 -2.378 2.539
H22 -5.081 -3.792 1.125
H23 -4.435 -3.280 -0.469
H24 -5.411 -2.146 0.497
H25 -1.312 -1.403 5.809
H26 -2.719 -0.354 6.213
H27 -1.313 0.337 5.370
H28 -0.002 0.826 3.244
H29 0.653 2.016 2.113
H30 1.329 0.374 2.133
H31 -4.298 2.772 -0.977
H32 -3.475 1.309 -0.372
H33 -2.691 2.336 -1.594
H34 -4.825 3.462 1.664
H35 -6.434 2.739 1.806
H36 -5.096 1.741 1.195
H37 2.782 -2.491 1.602
H38 2.244 -3.305 3.107
H39 2.679 -1.581 3.138